# 1
2 unconnected molecules or ions with the total composition CH3NO3Si. Source: the OMol25 dataset; level of theory: wB97M-V/def2-TZVPD.

For the LUMO energy (spin up / spin down), the calculation gives -2.08 / -2.08 eV. The calculation puts the HOMO energy (spin up / spin down) at -0.3636 / -0.3636 Eh. Its energy above the lowest of the compared OMol25 structures with the same formula, charge and spin is 90.4 kcal per mole. For the energy, the calculation gives -16595.7115 eV.

Structure (ORCA input):
```
! wB97M-V def2-TZVPD RIJCOSX def2/J DEFGRID3
* xyz 0 1
C -2.6437 -0.1909 -0.0381
N -3.7751 -0.0103 0.0017
O 0.7946 0.7124 -1.3670
O 1.2987 -1.5028 0.2564
O 1.0702 0.8816 1.2930
Si 0.6089 -0.0472 0.0996
H 0.8656 0.3309 -2.2185
H 0.7469 -1.9085 0.9774
H 1.0339 1.7348 0.9952
*
```


# 2
A single C26H27N5O3 molecule. Source: the OMol25 dataset; level of theory: wB97M-V/def2-TZVPD.

For the LUMO energy, the calculation gives 0.31 eV. The calculation puts the HOMO energy at -0.2975 Eh. Its energy above the lowest of the compared OMol25 structures with the same formula, charge and spin is 0.0 kcal per mole. For the energy, the calculation gives -40995.5095 eV.

Structure (ORCA input):
```
! wB97M-V def2-TZVPD RIJCOSX def2/J DEFGRID3
* xyz 0 1
O 5.2916 1.4656 0.8181
C 4.1039 1.4892 0.5720
N 3.5838 1.2033 -0.6337
H 2.5769 1.1614 -0.7663
C 4.3903 0.6209 -1.6808
H 5.3330 0.3060 -1.2236
H 4.6148 1.3731 -2.4462
C 3.6650 -0.5595 -2.3290
H 4.3343 -1.0401 -3.0429
H 2.8090 -0.1713 -2.8838
C 3.1557 -1.5722 -1.2855
N 1.7561 -1.8935 -1.4739
C 0.7692 -0.9862 -1.4121
O 0.9063 0.1905 -1.1222
C -0.5304 -1.6677 -1.7985
H -0.7742 -1.3686 -2.8205
C -0.2034 -3.1554 -1.7005
H -0.4603 -3.5208 -0.7060
H -0.7349 -3.7548 -2.4362
C 1.3143 -3.2015 -1.9046
H 1.5753 -3.3614 -2.9592
H 1.7946 -3.9814 -1.3088
H -1.3515 -1.3586 -1.1549
H 3.2773 -1.1538 -0.2802
H 3.7177 -2.5048 -1.3363
C 3.0665 1.8838 1.6267
N 1.9279 0.9877 1.6419
N 2.2403 -0.2994 1.7944
C 1.3087 -1.1957 1.8332
C -0.0492 -0.8462 1.6922
C -0.3618 0.5044 1.5098
N -1.7041 0.6568 1.3479
C -2.2854 -0.5834 1.4004
C -3.6206 -0.9461 1.2603
C -3.9347 -2.2850 1.3544
C -2.9545 -3.2533 1.5882
C -1.6291 -2.9059 1.7288
C -1.2827 -1.5608 1.6296
H -0.8728 -3.6533 1.9188
H -3.2479 -4.2900 1.6597
H -4.9630 -2.5962 1.2471
H -4.3837 -0.2069 1.0751
C -2.3961 1.8936 1.0747
C -2.9777 1.8971 -0.3169
C -2.1642 1.5919 -1.4014
C -2.6889 1.5773 -2.6809
C -4.0256 1.8727 -2.8912
C -4.8372 2.1863 -1.8151
C -4.3155 2.1951 -0.5329
H -4.9532 2.4429 0.3048
H -5.8794 2.4225 -1.9729
H -4.4332 1.8626 -3.8914
H -2.0494 1.3417 -3.5192
H -1.1190 1.3718 -1.2413
H -3.1870 2.0362 1.8193
H -1.6616 2.6991 1.1740
C 0.6581 1.5234 1.4956
O 0.4878 2.7309 1.3853
H 1.6390 -2.2146 1.9632
H 2.6821 2.8872 1.4225
H 3.5636 1.8725 2.6003
*
```